# C30H29N5S

5 unconnected molecules or ions with the total composition C30H29N5S at a distorted geometry (wB97M-V/def2-TZVPD, the Open Molecules 2025 dataset).

Multiplicity ... 1
Kohn-Sham gap ... 8.54 eV
SMILES string ... C#CN1c2ccccc2Sc2ccccc21.c1cc[nH]c1.c1cc[nH]c1.c1cc[nH]c1.c1cc[nH]c1
Lowest unoccupied orbital energy ... 0.392 eV

Geometry (Å):
H  1.2010  4.6148  3.8665
C  1.2809  3.5556  3.6888
C  -0.0678  -4.3773  -4.1046
H  0.1869  0.7602  -3.2144
H  1.2272  -3.8462  -2.5253
H  0.9798  1.0685  1.6207
C  4.1569  6.4524  2.9542
C  -1.9076  -0.7320  0.4638
C  0.0837  -5.2873  -5.1171
C  -1.1033  -3.5361  -0.0459
H  -2.0179  0.7341  -1.9699
C  0.9550  -3.4952  1.2256
H  2.9004  -5.4943  -3.3916
C  4.7007  7.6826  3.2134
C  -3.3584  -3.8125  -0.3967
C  -0.8134  2.2981  -4.4791
C  4.5044  7.9487  4.5954
H  2.0078  -5.3605  1.4434
C  1.1556  -4.8497  1.0198
H  -5.0464  -5.1690  0.2147
C  -4.4147  0.0793  -0.3900
H  1.6896  -2.9511  1.8064
H  -0.6399  -5.4985  -5.8865
C  1.5560  1.3259  3.7578
C  1.3617  -5.8887  -4.9578
H  3.1743  5.0825  4.2258
H  1.8023  -6.6479  -5.5821
C  -2.1321  2.8141  -4.3724
H  -3.7178  2.2809  -2.8999
C  -2.7276  2.1857  -3.3126
H  3.5134  6.6711  6.1318
H  -1.5640  -5.4832  -0.8654
C  -0.8799  -4.8976  -0.2668
H  4.8108  8.8290  5.1351
C  1.1587  1.6706  2.4934
N  -1.8220  1.3162  -2.7662
N  -2.2898  -2.9600  -0.6544
C  3.8477  6.8711  5.1281
N  0.9972  3.0289  2.4585
N  1.0666  -4.4077  -3.3416
H  4.0958  5.8825  2.0428
C  -2.3852  0.5400  0.7972
H  1.7653  0.3266  4.1009
C  1.9433  -5.3237  -3.8540
H  -0.0675  2.5701  -5.2070
H  -0.8812  -3.7142  -3.8624
C  -3.9456  -1.1826  -0.6805
H  1.9139  2.6153  5.5549
C  -3.6246  0.9623  0.3735
H  -2.5911  3.5567  -5.0032
H  -4.0329  1.9397  0.5866
H  -5.3848  0.3828  -0.7563
C  -0.1524  -2.8442  0.6908
C  0.2266  -5.5445  0.2474
C  -2.6817  -1.6217  -0.2563
C  -4.2778  -4.5454  -0.1722
H  -4.5790  -1.8312  -1.2702
H  0.3694  -6.5999  0.0595
H  0.7157  3.5581  1.6537
C  -0.6554  1.3766  -3.4798
S  -0.2653  -1.1045  1.0063
H  5.1863  8.3203  2.4939
H  -1.7794  1.2143  1.3903
N  3.6378  5.9678  4.1228
C  1.6336  2.5235  4.5185

Forces on atoms 1 to 3 (eV/Å):
-0.1 0.0 0.0
0.0 0.1 0.0
0.0 0.0 0.1

Charge distribution, Löwdin scheme, values in e:
1. H 0.10
2. C -0.16
3. C -0.15
4. H 0.10
5. H 0.14
6. H 0.04
7. C -0.14
8. C -0.45
9. C -0.11
10. C -0.20
11. H 0.11
12. C -0.11
13. H 0.10
14. C -0.12
15. C -0.19
16. C -0.11
17. C -0.12
18. H 0.10
19. C -0.08
20. H 0.04
21. C -0.08
22. H 0.11
23. H 0.09
24. C -0.10
25. C -0.11
26. H 0.10
27. H 0.09
28. C -0.11
29. H 0.10
30. C -0.14
31. H 0.10
32. H 0.12
33. C -0.03
34. H 0.09
35. C -0.16
36. N 0.02
37. N 0.03
38. C -0.14
39. N 0.02
40. N 0.00
41. H 0.10
42. C -0.11
43. H 0.09
44. C -0.14
45. H 0.09
46. H 0.10
47. C -0.03
48. H 0.09
49. C -0.08
50. H 0.09
51. H 0.11
52. H 0.11
53. C -0.44
54. C -0.08
55. C -0.20
56. C 0.15
57. H 0.12
58. H 0.11
59. H 0.15
60. C -0.14
61. S 1.06
62. H 0.09
63. H 0.10
64. N 0.00
65. C -0.10

# C25H32CrN2P2

A molecular structure, C25H32CrN2P2 at a distorted geometry (wB97M-V/def2-TZVPD, the Open Molecules 2025 dataset).

Multiplicity ... 4
Kohn-Sham gap (alpha / beta) ... 5.82 / 6.88 eV
Net charge ... +1
Lowest unoccupied orbital energy (alpha / beta) ... -2.909 / -3.034 eV
Expectation value of S² ... 3.8122

Geometry (Å):
H  4.5438  -0.9849  3.1129
C  0.0747  4.7470  1.3016
H  -0.6483  4.2574  -3.6530
C  2.9097  0.3296  -2.5082
C  0.3173  3.1444  -2.0874
C  0.7362  4.6700  2.5194
C  3.1468  1.7664  1.9655
C  1.5917  1.7325  -4.1294
H  1.2234  0.6397  3.7985
H  -3.4572  -4.2375  2.3107
H  -0.2266  5.0413  -1.3383
H  -3.2761  -3.2686  3.7788
H  4.0053  -1.9639  1.7143
H  -4.4120  -2.7492  2.5227
N  -0.2781  -1.0099  0.8336
H  0.4627  -1.1834  -3.0831
C  3.7196  -2.2201  -1.3482
C  -3.4354  -3.2121  2.6935
C  1.1335  -1.9259  -2.6343
C  -2.4199  -1.0428  1.8840
H  4.1498  -2.4492  -2.3334
H  2.5126  -0.4957  4.3249
H  3.3717  -3.1513  -0.8815
C  -0.1924  -2.3599  0.9588
H  0.4512  2.9603  -5.4904
H  3.3053  -0.0847  -3.4453
H  3.9225  1.8884  1.1904
C  0.6659  2.7327  -4.4470
C  -1.3730  -0.3499  1.2920
H  1.6608  -2.4723  -3.4280
C  1.2238  2.7424  0.5451
H  3.7474  0.7732  -1.9440
H  3.6033  1.9517  2.9466
H  0.7195  -2.8260  0.5771
H  1.0957  -1.0921  3.4054
H  -1.6314  3.8373  -0.9642
C  1.1484  2.0537  -1.7651
C  1.8415  1.3729  -2.8084
H  2.1262  1.2028  -4.9225
H  4.9804  -0.4915  1.4403
H  -1.3747  0.7378  1.1683
C  1.7960  -0.2563  3.5275
H  -2.4745  3.8598  -0.9458
H  -0.6663  5.5248  1.1083
C  -2.3482  -2.4330  2.0221
P  2.3127  -1.1052  -1.5325
C  4.2022  -0.9442  2.0690
H  2.3033  3.6778  3.6393
H  -1.1135  -4.1674  1.6243
C  -0.2625  3.9866  -1.0342
Cr  1.3294  -0.0321  0.1652
N  1.3078  1.7101  -0.4100
H  0.5297  -2.6266  -2.0442
C  0.0473  3.4464  -3.4293
C  1.9920  2.7372  1.7467
H  4.4874  -1.7715  -0.7055
C  1.7259  3.7008  2.7147
H  -3.2877  -0.4897  2.2417
C  0.3571  3.8205  0.2856
P  2.6690  -0.0017  1.9601
H  0.5112  5.3778  3.3158
C  -1.2136  -3.0868  1.5434

Forces on atoms 1 to 3 (eV/Å):
0.2 0.0 -0.3
0.3 -0.1 0.1
0.2 -0.2 0.0

Charge distribution, Löwdin scheme, values in e:
1. H 0.05
2. C -0.02
3. H 0.12
4. C -0.27
5. C -0.16
6. C -0.07
7. C -0.27
8. C -0.05
9. H 0.06
10. H 0.09
11. H 0.14
12. H 0.10
13. H 0.04
14. H 0.09
15. N -0.09
16. H 0.06
17. C -0.25
18. C -0.03
19. C -0.22
20. C 0.01
21. H 0.06
22. H 0.06
23. H 0.05
24. C -0.11
25. H 0.11
26. H 0.10
27. H 0.10
28. C -0.07
29. C -0.07
30. H 0.06
31. C -0.17
32. H 0.10
33. H 0.10
34. H 0.11
35. H 0.04
36. H 0.00
37. C -0.17
38. C -0.22
39. H 0.12
40. H 0.06
41. H 0.13
42. C -0.22
43. H 0.12
44. H 0.12
45. C -0.24
46. P 0.76
47. C -0.25
48. H 0.12
49. H 0.13
50. C -0.13
51. Cr 0.33
52. N -0.09
53. H 0.04
54. C -0.02
55. C -0.21
56. H 0.04
57. C -0.05
58. H 0.13
59. C -0.16
60. P 0.77
61. H 0.11
62. C 0.00

# C35H49N4OS2TeW

A molecular structure, C35H49N4OS2TeW (wB97M-V/def2-TZVPD, the Open Molecules 2025 dataset).

Multiplicity ... 2
Kohn-Sham gap (alpha / beta) ... 6.58 / 6.53 eV
Net charge ... +2
Lowest unoccupied orbital energy (alpha / beta) ... -5.190 / -5.086 eV
Expectation value of S² ... 0.7741
ΔE to the lowest compared entry with this formula, charge and spin ... 0.0 kcal/mol

Geometry (Å):
C  -0.8836  0.0099  -3.3807
C  -3.4278  0.6152  6.7492
C  -2.5824  0.0796  -0.4886
H  2.3281  -0.5185  1.8269
H  4.5539  -5.5330  1.2765
C  0.1480  -4.2398  1.1118
C  2.2719  3.6191  -0.4565
C  -3.3670  -2.3758  2.7735
H  -4.1550  -1.3883  5.0546
H  1.5000  -1.0575  3.2812
H  4.4069  3.6441  -0.5155
H  -1.4790  -5.0444  -0.0564
C  0.1280  1.3852  3.3840
H  -1.3984  2.3550  -7.3140
H  0.3189  3.3665  0.1883
C  -1.3548  2.4127  -6.2346
N  0.1840  0.0367  -2.4925
C  1.9542  3.9087  -1.9275
H  -2.9447  -2.5540  1.7895
H  -2.0011  -4.1011  1.3574
C  3.6204  2.9184  -0.2984
H  1.0315  1.0814  3.9143
C  -1.2010  1.2514  -5.4882
H  -0.0701  2.4235  3.6512
H  4.8589  1.3925  -1.1417
W  0.6259  0.7820  -0.6737
C  -1.2721  2.5440  -3.4583
C  -3.7572  0.3263  -1.3972
Te  -0.6192  -1.1165  1.2242
S  0.7373  -1.4091  -1.7280
C  2.2282  -1.3529  2.5269
C  1.1732  -5.1701  0.9619
H  -4.4249  -2.1537  2.6291
H  2.6361  4.6965  -2.2640
C  -1.2466  -4.7803  0.9759
H  1.4130  2.7083  1.1650
C  0.4996  -2.9364  1.4765
H  1.9748  2.1460  -4.8107
H  -1.6224  4.5420  -6.1802
H  -4.0111  -2.3760  -0.4291
H  3.8160  -3.3840  2.0019
C  -2.2627  -1.1654  -0.1197
C  2.8006  -3.6119  1.6976
C  2.1432  2.6704  -2.7841
C  3.5708  -5.9137  1.0066
H  0.9359  4.2968  -2.0237
C  -3.2802  -0.8506  4.7065
C  -2.7911  0.2069  5.4534
C  -1.0561  0.5366  3.7768
H  3.6434  1.2026  -3.3107
C  -1.4554  3.7032  -4.2086
H  -1.3062  2.5832  -2.3768
N  2.9446  0.5880  -0.7665
H  -2.8457  -2.3605  -1.7664
C  2.5048  -4.8762  1.2040
H  -4.3386  0.0518  6.9404
H  3.6023  -6.2378  -0.0343
H  3.1777  -1.4915  3.0415
H  4.2978  2.8110  -2.9845
H  -1.1304  0.2863  -5.9730
H  3.3680  -6.7957  1.6149
C  3.5412  2.0852  -2.6721
C  1.8253  -2.6384  1.8513
H  -3.3005  -3.3007  3.3480
H  -3.6754  1.6771  6.7420
C  -1.4765  3.6413  -5.5987
H  0.7244  3.0934  -4.2670
H  -4.6887  0.2556  -0.8302
H  3.0124  -0.2115  -1.4021
C  -1.6893  0.8946  4.9571
H  -2.7429  0.4454  7.5813
C  -2.6994  -1.2455  3.5054
H  -3.7946  -0.4124  -2.1984
H  0.3283  1.3364  2.3150
S  -1.6390  1.5286  -0.0548
N  1.7529  2.9448  -4.2121
H  2.3269  4.5788  0.0607
H  -1.3203  -5.6942  1.5656
O  -1.4630  -1.0000  -3.7026
H  1.4671  1.8702  -2.4839
H  0.9000  -6.1790  0.6717
H  -3.7061  1.3210  -1.8344
H  -1.6146  4.6507  -3.7076
H  -2.5225  -3.3060  -0.3376
H  3.7653  2.6267  0.7463
N  1.1804  2.8192  0.1770
C  3.8163  1.7090  -1.2097
C  -1.5644  -0.5642  3.0561
C  -2.9478  -2.3758  -0.6789
H  -1.3078  1.7461  5.5103
C  -1.1325  1.3111  -4.0983
H  2.2231  3.7687  -4.5934
H  3.3086  0.2366  0.1167

Forces on atoms 1 to 3 (eV/Å):
0.0 -0.1 -0.1
0.0 0.0 0.0
0.1 -0.1 0.0

Charge distribution, Löwdin scheme, values in e:
1. C -0.56
2. C -0.03
3. C -0.74
4. H 0.03
5. H 0.08
6. C -0.26
7. C -0.32
8. C -0.04
9. H 0.13
10. H 0.06
11. H 0.14
12. H 0.10
13. C -0.09
14. H 0.12
15. H 0.08
16. C -0.05
17. N -0.58
18. C -0.08
19. H 0.00
20. H 0.03
21. C -0.09
22. H 0.09
23. C -0.01
24. H 0.09
25. H 0.16
26. W 0.81
27. C -0.09
28. C -0.08
29. Te 1.75
30. S 0.56
31. C -0.08
32. C 0.00
33. H 0.11
34. H 0.14
35. C -0.04
36. H 0.09
37. C -0.29
38. H 0.18
39. H 0.12
40. H 0.10
41. H 0.12
42. C -0.52
43. C 0.00
44. C -0.32
45. C -0.03
46. H 0.13
47. C 0.01
48. C -0.24
49. C -0.29
50. H 0.14
51. C -0.09
52. H 0.04
53. N -0.06
54. H 0.09
55. C -0.24
56. H 0.08
57. H 0.09
58. H 0.10
59. H 0.14
60. H 0.13
61. H 0.09
62. C -0.08
63. C -0.31
64. H 0.11
65. H 0.09
66. C -0.07
67. H 0.11
68. H 0.10
69. H 0.05
70. C 0.00
71. H 0.09
72. C -0.27
73. H 0.08
74. H -0.02
75. S 0.54
76. N 0.26
77. H 0.16
78. H 0.10
79. O 0.08
80. H 0.06
81. H 0.14
82. H 0.07
83. H 0.12
84. H 0.03
85. H 0.13
86. N -0.06
87. C -0.32
88. C -0.28
89. C -0.09
90. H 0.13
91. C -0.16
92. H 0.18
93. H 0.09

# H4NO2P2

2 unconnected molecules or ions with the total composition H4NO2P2 at a distorted geometry (wB97M-V/def2-TZVPD, the Open Molecules 2025 dataset).

Multiplicity ... 1
Kohn-Sham gap ... 7.58 eV
Net charge ... -1
Lowest unoccupied orbital energy ... 4.174 eV
ΔE to the lowest compared entry with this formula, charge and spin ... 65.7 kcal/mol

Geometry (Å):
P  -2.0486  -0.2172  0.8234
N  0.3217  1.4170  -0.4345
O  -0.3143  -0.7564  -1.7612
H  1.3853  -1.1932  1.6820
O  1.6730  -0.9773  0.7865
H  -2.4634  -1.1396  -0.2094
H  1.2000  1.5402  -0.9662
P  -0.2791  -0.1331  -0.4298
H  0.5255  1.4596  0.5092

Forces on atoms 1 to 3 (eV/Å):
1.1 -0.4 -0.9
0.5 -0.2 -2.2
0.5 -0.3 -0.2

Charge distribution, Löwdin scheme, values in e:
1. P 0.24
2. N -0.17
3. O -0.46
4. H -0.11
5. O -0.50
6. H -0.28
7. H 0.06
8. P 0.27
9. H -0.03

# C6H3NO2S

2 unconnected molecules or ions with the total composition C6H3NO2S at a distorted geometry (wB97M-V/def2-TZVPD, the Open Molecules 2025 dataset).

Multiplicity ... 1
Kohn-Sham gap ... 7.15 eV
Lowest unoccupied orbital energy ... -1.362 eV
ΔE to the lowest compared entry with this formula, charge and spin ... 18.2 kcal/mol

Geometry (Å):
H  -1.5839  -0.0199  -0.3777
C  1.5650  0.6814  0.2403
C  0.0234  -0.6705  0.9524
N  2.9958  -1.9037  -1.0990
O  3.1568  2.3866  -0.3958
C  0.4139  0.9571  -0.4844
C  2.7291  1.3841  -0.0079
H  -0.4070  -1.4858  1.7326
H  0.3076  1.8168  -1.1747
C  3.8481  -1.3213  -0.5311
C  -0.5574  0.1103  -0.0142
S  4.7340  -0.3064  0.3781
O  1.3429  -0.2583  1.1366

Forces on atoms 1 to 3 (eV/Å):
0.6 0.2 0.3
-1.9 0.6 -1.1
0.4 -0.8 2.2

Charge distribution, Löwdin scheme, values in e:
1. H 0.13
2. C -0.33
3. C 0.00
4. N 0.04
5. O 0.21
6. C 0.03
7. C -0.15
8. H 0.20
9. H 0.15
10. C -0.93
11. C -0.05
12. S 0.65
13. O 0.05

# C7H9PS3

A molecular structure, C7H9PS3 at a distorted geometry (wB97M-V/def2-TZVPD, the Open Molecules 2025 dataset).

Multiplicity ... 1
Kohn-Sham gap ... 7.90 eV
Lowest unoccupied orbital energy ... -0.523 eV
ΔE to the lowest compared entry with this formula, charge and spin ... 50.7 kcal/mol

Geometry (Å):
C  0.1826  0.8405  1.3825
C  0.9132  0.0720  -1.7614
C  -0.6784  0.9090  -3.1380
H  -3.1173  1.1271  1.4908
H  -0.5433  -1.2831  -0.7303
S  1.5712  1.7884  1.4522
P  -0.9291  1.1771  -0.0423
H  -0.8606  1.3874  -4.0618
H  1.8534  -0.3554  -1.4411
H  1.5088  1.1737  -3.4311
H  1.7969  -0.4018  3.3610
H  0.4916  -1.5731  4.1125
S  -2.6594  0.2559  0.6185
C  0.7211  0.7726  -2.8999
S  -0.4163  -0.3816  2.4373
C  0.8104  -0.5602  3.7682
H  -2.3937  0.0204  -1.9281
C  -1.3589  0.3053  -2.1619
C  -0.3511  -0.2738  -1.1967
H  0.6671  0.2118  4.5764

Forces on atoms 1 to 3 (eV/Å):
1.3 0.7 0.7
1.3 -0.5 -0.2
1.1 0.3 -0.9

Charge distribution, Löwdin scheme, values in e:
1. C -1.38
2. C -0.14
3. C -0.10
4. H -0.17
5. H 0.14
6. S 0.56
7. P 0.62
8. H 0.10
9. H 0.11
10. H 0.08
11. H 0.00
12. H 0.04
13. S 0.42
14. C -0.08
15. S 0.74
16. C -0.39
17. H 0.07
18. C -0.25
19. C -0.45
20. H 0.06

Q: Which formula does entry 5 have?
A: C6H3NO2S